(1)
C4H9NO | wB97M-V/def2-TZVPD

Energy relative to the best compared isomer or geometry (same formula, charge and spin) (kcal/mol): 6.2
E_tot (eV): -7832.052
SMILES string: CCC(=O)NC
HOMO (Eh): -0.3547

```
! wB97M-V def2-TZVPD RIJCOSX def2/J DEFGRID3
* xyz 0 1
H -2.444 -1.013 0.608
C -0.136 -0.104 0.313
C 2.367 -0.334 0.154
H 2.298 -1.229 -0.473
H 2.395 -0.665 1.195
H 3.303 0.182 -0.082
H -2.999 -0.595 -1.033
C -2.559 -0.200 -0.112
H 1.126 0.921 -1.114
H -1.125 1.055 -1.055
N -1.238 0.336 -0.358
O -0.188 -0.973 1.170
C 1.169 0.581 -0.071
H 1.263 1.483 0.548
H -3.233 0.555 0.310
*
```

---

(2)
C35H55BaN3OP | wB97M-V/def2-TZVPD

Energy relative to the best compared isomer or geometry (same formula, charge and spin) (kcal/mol): 1.2
E_tot (eV): -53686.498
HOMO (Eh): -0.3557

```
! wB97M-V def2-TZVPD RIJCOSX def2/J DEFGRID3
* xyz 1 1
C 0.169 -2.892 2.318
H -1.727 0.309 1.526
H 3.361 -3.055 0.179
C -1.969 2.775 -1.480
C 0.197 -3.768 1.108
H 6.137 0.653 -0.443
H -3.006 4.553 -3.143
H 8.624 -2.031 -0.010
C -3.341 3.091 2.363
C -0.820 3.804 -1.264
H -1.300 -4.057 3.358
C 0.446 -4.120 -1.212
H 0.128 -6.128 -1.918
H -5.070 -1.312 -3.016
C -2.490 3.037 3.631
H 7.372 -2.716 1.018
H 4.425 -0.243 -1.546
C -0.078 -5.124 1.291
H -1.880 6.372 -2.230
C 0.940 -1.030 3.439
H -3.604 0.029 -4.472
H 6.007 -0.467 -2.763
C -2.492 -0.245 -1.174
C -3.329 1.755 1.636
H 7.785 0.063 -0.307
H -1.516 -0.011 -3.108
H -3.720 0.983 2.304
H -3.058 2.554 4.428
H -1.260 1.250 3.784
H -4.128 2.801 -1.716
C 4.376 -3.214 -0.180
H -3.904 -0.503 0.465
C 7.065 -3.084 -1.093
H -4.327 5.179 -2.190
H 1.584 -0.154 3.410
H -0.478 5.749 -0.414
C -3.862 -0.652 -0.613
C -1.319 5.078 -0.601
C -4.972 -0.240 -2.823
H -4.369 3.363 2.608
C -3.341 3.454 -1.340
H 7.603 -1.110 -2.492
C 6.695 -0.791 -1.974
C -3.320 4.765 -2.117
H -0.306 -7.030 0.343
H 8.578 -3.763 0.272
C 7.011 0.348 -1.017
H -0.768 3.196 1.487
H 0.001 3.358 -0.704
C 0.479 -3.200 -0.151
H -0.362 2.740 3.954
C 0.206 -1.303 4.575
O -0.124 0.942 -0.824
C -5.044 -0.005 -1.320
C -1.179 2.273 3.401
C -0.834 2.193 1.920
H 0.151 1.744 1.780
C -2.458 -0.391 -2.704
H -1.240 -2.666 5.396
C -0.624 -2.416 4.544
H -2.457 -1.464 -2.919
H -2.282 4.050 3.978
H 0.274 -0.657 5.437
C -3.653 0.248 -3.403
C -1.895 1.350 1.201
P -1.622 1.246 -0.580
H -0.401 4.051 -2.243
H 7.665 -3.190 -2.001
H 4.342 -4.066 -0.858
C -0.101 -5.978 0.203
H -1.786 -0.991 -0.773
H -5.809 0.241 -3.330
H -3.928 -1.735 -0.755
N 4.021 -1.022 -1.039
H -3.578 3.658 -0.294
H -2.977 3.880 1.697
H 5.011 -3.484 0.661
C 7.959 -2.883 0.116
H -1.897 2.425 -2.521
C -0.647 -3.201 3.413
H -4.013 1.774 0.789
H -5.974 -0.414 -0.917
C 4.872 -1.987 -0.888
H 7.368 1.214 -1.571
H -3.602 1.336 -3.324
H -0.260 -5.532 2.276
Ba 1.406 -0.715 -0.227
H -2.940 6.478 -0.848
H 0.646 -3.779 -2.224
H 6.490 -4.003 -1.003
H -1.731 4.843 0.386
C -2.372 5.776 -1.460
C 0.152 -5.468 -1.061
H -5.079 1.069 -1.111
N 6.147 -1.974 -1.323
N 0.934 -1.784 2.339
*
```

---

(3)
C26H37BrN7O2PReS | wB97M-V/def2-TZVPD

Energy relative to the best compared isomer or geometry (same formula, charge and spin) (kcal/mol): 77.7
E_tot (eV): -134372.105
HOMO (alpha / beta) (Eh): -0.4727 / -0.4820

```
! wB97M-V def2-TZVPD RIJCOSX def2/J DEFGRID3
* xyz 2 4
C 3.849 2.500 -1.266
H 6.042 0.163 -1.599
H -0.449 2.348 -3.663
C -2.943 -0.629 1.814
C -3.828 -1.453 2.548
H 0.292 1.431 3.520
N 0.087 -0.202 2.246
H 5.578 -2.018 -0.960
H 6.250 2.317 -2.646
C 5.138 -2.017 0.032
N -0.445 2.676 -2.711
H -0.674 0.167 6.345
C 2.073 -0.720 -3.403
H -3.599 2.293 3.468
H 1.131 -0.847 -2.867
C 5.713 1.018 -1.004
H -0.557 3.665 -2.553
N 3.938 -1.208 0.125
H -2.457 2.714 1.357
H 3.687 -1.000 2.179
C -0.764 1.838 -1.725
H 2.049 -2.781 -4.019
C -4.441 0.396 3.963
H 5.107 4.233 -1.694
H 5.882 -1.631 0.742
C 2.330 -1.812 -4.433
H 4.500 -2.448 -2.678
H -3.918 -2.481 2.239
O -2.297 -1.141 0.825
C -3.637 1.240 3.235
H 2.214 -1.412 1.288
H 7.195 2.608 -1.179
H 5.488 -4.005 0.849
C 4.309 -1.487 -3.160
H -5.174 -1.612 4.174
C -2.168 1.668 1.316
H 4.016 -3.262 2.555
H -5.018 0.775 4.790
C -2.858 0.762 2.168
H 6.074 0.862 0.019
H 4.194 -3.919 -0.359
N 3.202 -0.816 -2.499
H 4.109 -0.883 -5.232
C 3.282 -1.604 1.359
H 3.047 2.792 -0.586
Br 0.508 -2.631 -0.787
C 4.665 -3.400 0.476
H -0.096 -3.464 2.888
C 0.237 -0.489 4.548
C 0.327 0.077 5.923
N -1.031 2.259 -0.531
C 6.209 2.350 -1.557
C 0.010 -2.407 3.055
N -1.327 1.333 0.381
C 0.215 0.357 3.437
C 0.128 -1.865 4.333
H 1.789 -1.653 -5.361
Re -0.412 -0.551 0.177
H 0.123 -2.533 5.183
P 3.214 -0.173 -0.943
C 3.844 -1.727 -4.596
C -4.537 -0.954 3.609
H 0.898 -0.576 6.578
H 2.738 -3.716 1.425
S -0.875 0.117 -2.106
O 1.873 0.294 -0.514
H 5.218 -0.880 -3.119
H 3.467 2.580 -2.291
H 2.060 0.269 -3.882
C -0.003 -1.474 2.045
H 4.280 -2.628 -5.018
C 5.125 3.323 -1.099
C 3.618 -3.091 1.557
H 5.278 3.589 -0.053
N 4.266 1.134 -1.003
H 0.779 1.065 5.914
*
```

---

(4)
C36H102CrCuN6O16P | wB97M-V/def2-TZVPD

Energy relative to the best compared isomer or geometry (same formula, charge and spin) (kcal/mol): 0.0
E_tot (eV): -163036.385
HOMO (alpha / beta) (Eh): -0.2097 / -0.3076

```
! wB97M-V def2-TZVPD RIJCOSX def2/J DEFGRID3
* xyz 0 5
H 36.281 -24.476 8.248
H 36.674 -32.833 10.660
H 35.815 -25.543 6.951
C 29.044 -31.652 11.432
N 30.438 -33.599 7.276
H 28.463 -31.595 10.511
H 30.773 -26.899 -1.088
H 33.502 -27.548 5.054
H 32.099 -32.315 12.093
H 32.487 -29.221 10.279
H 28.918 -32.722 8.211
C 36.393 -30.664 10.647
H 34.407 -28.045 2.960
H 28.827 -30.895 2.830
C 28.543 -34.782 8.422
H 37.696 -32.004 4.581
H 35.023 -28.465 11.522
C 32.856 -32.732 10.110
H 28.753 -27.882 2.006
H 27.533 -35.057 11.101
H 31.500 -29.470 0.509
O 30.141 -30.376 6.173
H 32.331 -23.796 5.889
H 29.218 -35.387 11.563
C 31.689 -32.524 4.011
C 37.437 -30.677 6.306
O 29.767 -27.952 6.955
O 29.279 -26.122 8.720
H 30.729 -32.416 4.516
H 30.794 -29.539 2.960
O 34.177 -33.772 3.103
C 30.237 -27.797 -1.394
H 33.807 -32.684 9.579
H 25.383 -32.243 7.761
H 31.466 -33.262 3.240
C 32.830 -33.007 4.924
H 34.770 -26.846 11.441
H 34.702 -29.712 3.425
C 26.586 -30.539 8.012
C 34.621 -28.695 3.808
H 28.727 -29.613 11.972
H 33.753 -24.306 6.747
H 36.733 -30.519 4.293
H 37.018 -29.772 10.682
O 35.725 -30.685 9.417
H 36.083 -34.676 3.053
N 32.055 -31.747 9.416
H 28.744 -34.089 5.535
C 29.050 -33.591 7.567
H 35.026 -30.027 9.442
H 29.846 -32.377 11.293
H 33.702 -32.260 6.600
H 33.367 -31.160 11.581
H 29.495 -26.829 8.107
H 27.291 -33.555 6.356
C 32.566 -36.078 8.685
H 27.483 -27.309 10.298
O 35.062 -26.030 8.875
H 35.776 -27.974 8.975
H 35.931 -31.205 7.642
H 35.208 -34.544 1.524
H 27.343 -30.838 7.286
C 30.097 -29.378 2.137
H 37.021 -26.144 8.063
O 29.785 -28.507 -0.177
H 33.417 -25.083 5.254
N 36.090 -31.215 6.645
H 28.296 -32.066 12.108
N 32.828 -32.142 6.108
H 32.442 -33.967 5.264
Cu 28.848 -29.175 4.938
C 37.258 -31.915 10.719
H 32.036 -31.628 3.496
C 34.224 -27.771 11.260
H 28.290 -26.938 11.745
H 29.838 -27.617 3.052
H 32.985 -34.732 10.837
C 33.697 -27.772 9.834
H 33.446 -36.455 9.206
C 25.824 -31.719 8.609
O 31.000 -26.020 6.013
C 29.586 -26.661 9.968
H 32.772 -29.141 8.763
H 29.767 -31.491 1.461
O 29.874 -30.248 8.448
H 30.915 -34.228 7.907
C 32.005 -25.660 6.930
H 38.153 -31.192 6.946
O 27.280 -29.965 9.067
H 26.448 -32.440 9.138
P 30.349 -29.350 7.300
C 39.805 -28.885 6.534
H 35.433 -30.583 6.209
H 39.944 -28.694 7.598
C 33.012 -32.188 11.512
O 31.842 -29.571 7.425
H 37.725 -31.918 11.704
H 31.318 -34.111 10.423
H 31.316 -31.474 10.049
H 34.651 -27.594 7.746
H 29.358 -27.547 -1.989
C 28.491 -35.444 10.753
H 30.920 -28.374 -2.017
H 32.707 -36.358 7.641
C 29.242 -30.622 1.859
C 37.431 -29.206 6.675
C 35.434 -34.032 2.460
C 28.359 -33.365 6.252
H 32.499 -28.808 4.393
C 34.289 -33.122 4.390
H 32.974 -31.208 5.753
C 37.578 -30.950 4.831
H 27.827 -25.598 10.724
H 33.818 -32.718 12.020
H 32.641 -30.942 9.586
H 34.754 -32.140 4.303
H 31.250 -27.867 1.130
H 40.058 -29.914 6.275
H 28.809 -35.703 7.904
H 30.166 -29.926 10.046
C 32.927 -24.674 6.138
H 35.582 -28.409 4.235
H 35.688 -30.661 11.479
H 38.016 -31.915 9.936
O 32.493 -34.652 8.789
H 29.925 -27.694 9.888
H 40.574 -28.384 5.945
C 29.534 -30.336 11.845
C 28.219 -26.616 10.706
O 33.734 -29.511 5.808
N 33.269 -29.184 9.641
H 35.951 -33.100 2.234
H 28.379 -36.503 10.525
H 30.578 -34.189 6.469
H 36.460 -28.769 6.440
Cr 31.168 -31.529 7.466
H 30.565 -26.774 6.417
O 38.508 -28.515 6.116
C 36.127 -25.525 7.996
O 29.093 -34.744 9.659
H 25.795 -29.930 7.575
H 28.235 -29.968 8.963
H 28.468 -32.394 5.769
H 33.351 -27.793 11.912
H 25.004 -31.342 9.220
H 37.634 -29.128 7.743
H 38.476 -30.435 4.491
H 31.670 -25.141 7.828
H 27.459 -34.767 8.532
H 28.408 -30.474 1.173
N 29.245 -28.372 2.739
C 34.836 -27.447 8.810
C 33.493 -28.606 4.795
H 33.045 -29.404 6.468
H 32.565 -26.550 7.218
H 30.358 -26.029 10.408
H 31.638 -36.553 9.003
H 32.885 -27.044 9.824
H 29.979 -30.492 12.828
H 34.927 -33.671 5.083
O 30.543 -29.906 10.929
C 30.728 -28.784 0.856
C 32.370 -34.158 10.144
*
```